(1)
{
  "formula": "C3H9F2N2O",
  "method": "the ωB97M-V functional and the def2-TZVPD basis",
  "elements": ["C", "C", "C", "N", "N", "O", "F", "F", "H", "H", "H", "H", "H", "H", "H", "H", "H"],
  "positions_angstrom": [[-2.057, 0.844, -0.127], [2.555, 0.420, -0.105], [-0.907, -1.282, 0.042], [-1.024, 0.053, 0.548], [2.726, -0.865, -0.060], [1.480, 1.049, 0.091], [-0.296, -1.227, -1.165], [-0.027, -1.954, 0.829], [-2.051, 1.844, 0.299], [-1.823, 0.909, -1.188], [-3.053, 0.410, -0.009], [3.420, 1.048, -0.335], [-1.827, -1.883, -0.062], [-1.212, 0.016, 1.548], [1.964, -1.503, 0.156], [3.630, -1.281, -0.238], [0.565, 0.585, 0.280]],
  "lowdin_charge": [-0.049, -0.195, -0.432, -0.055, 0.240, 0.149, 0.080, 0.067, 0.099, 0.098, 0.098, 0.175, 0.183, 0.154, 0.121, 0.152, 0.115],
  "relative_energy_kcal_mol": 0.0,
  "orbital_gap_ev": 11.74,
  "total_charge": 1,
  "homo_ev": -15.100
}


(2)
{
  "formula": "C4H9N3O",
  "method": "the ωB97M-V functional and the def2-TZVPD basis",
  "elements": ["C", "C", "C", "C", "H", "H", "H", "H", "H", "H", "H", "H", "H", "N", "N", "N", "O"],
  "positions_angstrom": [[-0.487, -0.807, 1.801], [-0.038, 1.135, 0.837], [0.034, 2.225, 1.601], [0.886, 0.110, -1.281], [0.288, -1.345, 1.156], [0.019, -0.482, 2.747], [-1.340, -1.491, 2.078], [-0.844, 2.458, 2.267], [0.936, 2.874, 1.417], [1.731, -0.037, -1.878], [-1.124, -0.353, -1.350], [0.183, -0.924, -3.420], [0.384, -2.371, -2.533], [0.846, 0.924, -0.235], [-0.230, -0.653, -1.567], [-0.172, -1.506, -2.684], [-1.072, 0.242, 1.044]],
  "lowdin_charge": [-0.111, -0.505, 0.066, -0.143, 0.097, 0.098, 0.100, 0.088, 0.081, 0.101, 0.102, 0.061, 0.095, 0.086, -0.074, 0.001, -0.143],
  "relative_energy_kcal_mol": 90.2,
  "orbital_gap_ev": 8.98,
  "total_charge": 0,
  "homo_ev": -8.131
}


(3)
{
  "formula": "C43H64Cl14N2SSi",
  "method": "the ωB97M-V functional and the def2-TZVPD basis",
  "elements": ["C", "C", "C", "C", "C", "C", "C", "N", "C", "C", "C", "C", "C", "Si", "C", "C", "C", "C", "C", "S", "C", "C", "C", "C", "C", "C", "C", "C", "C", "C", "C", "C", "C", "C", "C", "N", "C", "C", "C", "C", "H", "H", "H", "H", "H", "H", "H", "H", "H", "H", "H", "H", "H", "H", "H", "H", "H", "H", "H", "H", "H", "H", "H", "H", "H", "H", "H", "H", "H", "H", "H", "H", "H", "H", "H", "H", "H", "H", "H", "H", "H", "H", "H", "H", "H", "H", "H", "H", "H", "H", "C", "Cl", "Cl", "H", "H", "C", "Cl", "Cl", "H", "H", "C", "Cl", "Cl", "H", "H", "C", "Cl", "Cl", "H", "H", "C", "Cl", "Cl", "H", "H", "C", "Cl", "Cl", "H", "H", "C", "Cl", "Cl", "H", "H"],
  "positions_angstrom": [[4.483, 5.256, -2.165], [4.180, 4.711, -0.744], [2.749, 4.073, -0.688], [2.789, 2.537, -0.520], [3.114, 1.800, -1.853], [1.546, 1.952, 0.165], [1.755, 1.308, 1.378], [3.077, 1.202, 2.000], [2.979, 1.787, 3.169], [3.494, 1.099, 4.435], [2.354, 3.181, 3.197], [0.648, 0.729, 2.011], [-0.669, 0.761, 1.488], [-2.045, -0.140, 2.487], [-3.021, -1.424, 1.492], [-1.284, -1.128, 3.904], [-3.335, 1.013, 3.275], [-0.886, 1.462, 0.267], [0.249, 2.031, -0.339], [0.059, 2.921, -1.892], [-1.359, 2.100, -2.595], [-1.436, 2.102, -3.977], [-2.513, 1.473, -4.565], [-3.454, 0.883, -3.743], [-3.372, 0.863, -2.354], [-4.458, 0.128, -1.599], [-3.986, -1.368, -1.531], [-4.017, -2.087, -2.911], [-2.683, -2.157, -3.648], [-1.432, -2.136, -3.061], [-0.242, -2.165, -3.776], [-0.299, -2.249, -5.160], [-1.544, -2.267, -5.772], [-2.721, -2.233, -5.051], [-2.279, 1.521, -1.735], [-2.218, 1.559, -0.287], [-3.000, 2.675, 0.284], [-2.475, 4.112, 0.018], [-2.971, 4.977, 1.224], [-3.112, 4.773, -1.235], [5.559, 5.211, -2.400], [4.182, 6.307, -2.285], [3.976, 4.665, -2.943], [4.910, 3.905, -0.561], [4.295, 5.525, -0.009], [2.279, 4.338, -1.646], [2.176, 4.552, 0.124], [3.650, 2.319, 0.130], [2.538, 2.193, -2.697], [2.946, 0.716, -1.761], [4.190, 1.906, -2.073], [3.228, 1.628, 5.356], [4.584, 0.975, 4.349], [3.064, 0.085, 4.471], [2.424, 3.683, 2.229], [1.304, 3.180, 3.532], [2.905, 3.761, 3.957], [0.861, 0.234, 2.962], [-3.252, -2.251, 2.195], [-3.976, -1.034, 1.126], [-2.393, -1.855, 0.707], [-2.082, -1.719, 4.382], [-0.841, -0.479, 4.670], [-0.586, -1.852, 3.459], [-3.663, 0.560, 4.224], [-3.006, 2.051, 3.402], [-4.229, 0.982, 2.629], [-0.638, 2.570, -4.554], [-2.642, 1.422, -5.646], [-4.310, 0.391, -4.206], [-4.534, 0.494, -0.566], [-5.444, 0.195, -2.077], [-4.688, -1.882, -0.864], [-2.965, -1.326, -1.156], [-4.463, -3.086, -2.787], [-4.712, -1.533, -3.562], [-1.352, -2.064, -1.973], [0.704, -2.119, -3.234], [0.640, -2.275, -5.712], [-1.602, -2.310, -6.861], [-3.702, -2.238, -5.528], [-3.996, 2.624, -0.191], [-3.172, 2.579, 1.360], [-1.383, 4.207, 0.026], [-2.614, 4.583, 2.185], [-2.773, 6.047, 1.083], [-4.072, 4.868, 1.236], [-2.950, 4.197, -2.152], [-4.193, 4.895, -1.062], [-2.686, 5.784, -1.312], [-1.588, -5.292, 0.989], [-2.307, -4.317, 2.278], [-1.246, -4.308, -0.439], [-0.662, -5.717, 1.347], [-2.274, -6.083, 0.706], [-3.856, -8.424, -0.304], [-2.996, -7.159, -1.187], [-2.788, -9.219, 0.864], [-4.690, -7.982, 0.230], [-4.218, -9.161, -1.013], [0.176, -10.391, -0.838], [1.202, -11.003, 0.469], [0.135, -11.511, -2.205], [-0.833, -10.261, -0.462], [0.573, -9.440, -1.176], [7.713, 1.644, 3.148], [7.483, 1.919, 4.881], [6.466, 2.449, 2.191], [8.682, 2.034, 2.859], [7.667, 0.578, 2.954], [3.308, -2.573, 1.656], [2.424, -2.641, 3.184], [4.901, -3.333, 1.791], [2.733, -3.095, 0.898], [3.437, -1.530, 1.377], [3.519, 8.769, 0.343], [5.211, 8.461, -0.071], [2.573, 7.276, 0.366], [3.477, 9.224, 1.326], [3.095, 9.439, -0.397], [2.614, -8.005, 2.879], [2.332, -7.750, 4.603], [1.441, -7.125, 1.891], [3.610, -7.655, 2.630], [2.525, -9.064, 2.661]],
  "lowdin_charge": [-0.117, -0.266, -0.220, -0.325, -0.061, -0.166, -0.242, 0.109, -0.365, -0.018, -0.012, -0.042, -0.127, 0.585, -0.219, -0.204, -0.183, -0.209, -0.321, 1.084, -0.434, -0.106, -0.069, -0.058, -0.150, -0.119, -0.180, -0.133, -0.225, -0.082, -0.076, -0.096, -0.098, -0.056, -0.177, -0.021, -0.130, -0.386, -0.084, -0.070, 0.069, 0.051, 0.067, 0.090, 0.028, 0.067, 0.073, 0.107, 0.045, 0.083, 0.080, 0.080, 0.053, 0.056, 0.070, 0.092, 0.087, 0.087, -0.048, 0.022, -0.009, 0.033, 0.035, 0.003, 0.033, 0.019, 0.027, 0.107, 0.113, 0.111, 0.091, 0.121, 0.107, 0.064, 0.118, 0.095, 0.062, 0.106, 0.102, 0.103, 0.115, 0.130, 0.077, 0.100, 0.071, 0.076, 0.081, 0.065, 0.081, 0.080, -1.008, 0.608, 0.562, -0.049, -0.077, -0.967, 0.565, 0.552, 0.033, 0.029, -1.041, 0.501, 0.506, -0.053, 0.028, -1.020, 0.503, 0.520, 0.023, 0.026, -1.017, 0.518, 0.494, 0.023, 0.006, -0.991, 0.525, 0.589, 0.025, 0.027, -1.017, 0.514, 0.523, 0.028, 0.003],
  "orbital_gap_ev": 7.85,
  "total_charge": 0,
  "homo_ev": -7.502
}